DFT (ωB97M-V/def2-TZVPD) results for a molecular structure, C30H27AsCl3HgN4O2S3.

Each line ends with the Löwdin charge.
Element x y z (Å)
Hg 1.3081 -1.1439 2.3315  0.73
Cl -4.0632 -6.6225 3.4200  0.57
C -2.9438 -5.4096 2.8214  -0.70
C -2.0959 -4.7591 3.6991  -0.17
C -1.2208 -3.8051 3.2184  -0.58
Cl -0.2132 -2.9716 4.3595  0.67
C -1.1145 -3.4357 1.8454  -0.53
O -0.3289 -2.5506 1.3899  -0.21
C -2.0304 -4.1514 1.0169  -0.59
Cl -2.0625 -3.7672 -0.6775  0.68
C -2.9155 -5.1058 1.4735  -0.17
H -2.1116 -4.9854 4.7554  0.09
H -3.5845 -5.5909 0.7770  0.09
S 4.1366 -0.7599 6.0360  0.27
C 3.1298 -0.9116 4.7071  -1.91
S 1.6576 0.0132 4.5729  0.28
S 3.4852 -2.0012 3.3991  0.28
O 0.1329 0.7902 1.3463  -0.58
As -0.9894 1.1393 0.1542  1.16
C -1.6328 2.9220 0.6221  -0.25
C -1.9897 3.0228 1.9704  -0.10
C -2.4241 4.2213 2.5083  -0.09
C -2.5076 5.3538 1.7063  -0.11
C -2.1612 5.2658 0.3669  -0.11
C -1.7277 4.0598 -0.1720  -0.10
C -0.5040 0.9307 -1.6221  -0.39
C -0.4885 -0.4199 -2.1187  -0.16
C -0.2106 -0.6771 -3.4305  -0.15
C 0.0876 0.3646 -4.3494  -0.17
C 0.1547 1.6835 -3.8488  -0.19
C -0.1137 1.9724 -2.5341  -0.18
C -2.5704 0.0877 0.5138  -0.29
C -3.5960 0.0371 -0.4224  -0.10
C -4.7461 -0.6871 -0.1470  -0.10
C -4.8693 -1.3554 1.0642  -0.10
C -3.8465 -1.2984 2.0014  -0.08
C -2.6936 -0.5750 1.7270  -0.10
H -1.9022 2.1500 2.6081  0.10
H -2.6880 4.2737 3.5572  0.10
H -2.8358 6.2980 2.1248  0.09
H -2.2277 6.1402 -0.2709  0.09
H -1.4957 4.0231 -1.2261  0.08
H -0.6902 -1.2373 -1.4358  0.07
H -0.2088 -1.7073 -3.7692  0.09
H 0.2940 0.1529 -5.3895  0.06
H 0.4298 2.4963 -4.5149  0.08
H -0.0149 2.9965 -2.2002  0.06
H -3.4766 0.5389 -1.3776  0.10
H -5.5414 -0.7412 -0.8811  0.09
H -5.7591 -1.9379 1.2720  0.09
H -3.9328 -1.8401 2.9352  0.11
H -1.8780 -0.5327 2.4378  0.10
C 5.0049 2.0173 -1.5395  -0.08
C 4.8222 1.1969 -2.8135  -0.41
C 5.8672 0.0892 -2.9024  -0.09
C 3.3959 0.6591 -2.9306  -0.12
N 3.0145 -0.1963 -1.8274  -0.09
C 2.4204 0.1160 -0.6713  -0.16
N 2.3546 -0.9671 0.0633  -0.02
N 2.9104 -1.9585 -0.6643  0.00
N 3.3144 -1.5076 -1.7951  0.05
H 5.9983 2.4666 -1.5085  0.07
H 4.9022 1.3873 -0.6544  0.08
H 4.2678 2.8190 -1.4698  0.08
H 4.9421 1.8602 -3.6780  0.13
H 5.7513 -0.6198 -2.0818  0.07
H 6.8727 0.5100 -2.8495  0.07
H 5.7755 -0.4699 -3.8348  0.07
H 3.2618 0.0812 -3.8437  0.12
H 2.6762 1.4794 -2.9483  0.11
H 2.0385 1.0840 -0.4013  0.12

Atomic forces in eV per Å
Hg -0.115 -0.027 0.036
Cl 0.006 0.007 -0.001
C 0.001 -0.024 0.024
C -0.033 -0.028 -0.017
C -0.027 -0.030 0.120
Cl -0.114 -0.110 0.045
C -0.132 -0.088 0.134
O 0.197 0.249 -0.199
C 0.027 0.037 -0.020
Cl 0.059 0.095 -0.071
C -0.023 0.025 0.006
H -0.007 0.002 0.027
H -0.005 -0.026 -0.002
S 0.024 0.014 0.030
C -0.052 -0.050 -0.019
S 0.105 0.084 -0.010
S 0.078 0.022 0.080
O -0.083 0.042 -0.105
As 0.073 0.108 0.105
C 0.112 0.108 0.226
C 0.092 -0.078 -0.033
C -0.039 0.092 -0.037
C 0.025 -0.043 -0.008
C -0.036 0.052 0.038
C -0.104 -0.133 -0.144
C -0.232 0.146 0.004
C -0.018 -0.011 -0.025
C 0.032 -0.062 0.002
C 0.045 0.075 -0.017
C -0.042 -0.051 -0.014
C 0.069 0.063 0.024
C 0.005 -0.065 -0.076
C 0.042 -0.058 -0.048
C -0.021 0.012 0.009
C 0.013 -0.020 0.020
C -0.007 -0.041 -0.016
C -0.011 0.034 -0.008
H 0.041 0.028 -0.014
H 0.001 0.002 0.006
H -0.007 -0.011 -0.004
H 0.005 -0.016 0.014
H 0.059 -0.090 -0.040
H -0.018 -0.092 0.010
H 0.002 -0.024 0.005
H 0.011 -0.015 -0.025
H 0.015 0.023 -0.001
H 0.007 0.051 0.058
H 0.015 0.000 0.025
H 0.009 -0.009 -0.005
H 0.001 -0.002 0.008
H 0.008 -0.010 0.014
H 0.044 -0.052 0.016
C -0.002 -0.009 -0.048
C 0.040 -0.009 0.042
C -0.024 0.011 -0.002
C -0.084 0.081 -0.098
N -0.031 -0.137 0.392
C 0.056 -0.076 -0.018
N -0.075 -0.054 -0.347
N 0.068 0.184 -0.119
N -0.047 -0.045 0.038
H 0.024 0.006 -0.003
H 0.006 0.002 0.027
H -0.031 0.015 0.007
H 0.022 0.016 0.013
H 0.015 0.004 0.002
H 0.031 0.004 -0.002
H -0.010 -0.020 -0.016
H -0.017 -0.008 -0.001
H -0.023 -0.061 -0.030
H -0.019 -0.009 0.032

Properties
* net charge: -2
* spin multiplicity: 2
* molar mass: 953.64 Da
* E_tot: -6493.23789 hartree
* HOMO-LUMO gap (spin up / spin down): 0.1429 / 0.2042 Ha
* HOMO (spin up / spin down): 0.20 / -1.47 eV

***

DFT (ωB97M-V/def2-TZVPD) results for a molecular structure, C27H24BBiN4O10S2 in a non-equilibrium geometry.

Each line ends with the Löwdin charge.
Element x y z (Å)
Bi 2.1279 -2.1885 -0.6870  1.82
O -2.2298 -2.7532 -2.1782  0.07
C -2.1117 -2.0060 -3.2811  -0.28
C -3.3037 -1.7778 -3.9211  -0.02
C -3.3840 -0.9333 -5.0197  -0.06
C -2.2336 -0.4848 -5.6723  -0.11
C -1.0303 -0.7346 -5.1052  -0.02
C -0.9020 -1.5744 -3.9069  -0.03
C 0.3431 -1.7597 -3.1186  -0.41
O 0.4306 -2.5447 -2.0680  -0.26
N 1.3239 -1.0535 -3.6264  0.00
N 2.4599 -1.0305 -2.8255  -0.26
C 3.3323 -0.1771 -3.2913  -0.94
S 4.8296 0.0620 -2.4154  0.94
C 5.5635 1.1241 -3.6428  -0.53
C 4.4462 1.8252 -4.2992  -0.49
S 2.9946 0.7203 -4.7017  0.98
H -1.3197 -2.9231 -1.8091  0.10
H -4.2450 -2.1445 -3.5541  0.12
H -4.3127 -0.5849 -5.3860  0.09
H -2.3221 0.1467 -6.5298  0.10
H -0.1192 -0.5002 -5.6321  0.10
H 6.2346 0.5258 -4.2400  0.08
H 6.0765 1.8445 -3.0400  0.07
H 4.6590 2.2692 -5.2581  0.07
H 4.0586 2.5899 -3.5656  0.10
C -1.8399 5.7390 0.9245  -0.03
C -1.0302 5.0445 2.1058  -0.52
C -0.2281 6.1074 2.9332  -0.05
C -2.1199 4.4339 3.0146  -0.07
C -0.1473 3.9913 1.4598  -0.16
C 0.8311 4.4298 0.5288  -0.03
C 1.5659 3.5496 -0.2927  0.03
C 1.3219 2.2119 -0.0721  -0.19
O 1.8849 1.1450 -0.7785  0.11
B 1.3916 -0.0193 -0.2281  -0.59
O 0.3843 0.3141 0.7075  0.14
C 0.4027 1.6976 0.8019  -0.18
C -0.3107 2.5800 1.5909  0.08
H -2.6827 6.1775 1.4865  0.08
H -2.1527 4.9283 0.3127  0.07
H -1.3315 6.4461 0.3128  0.07
H -0.8459 6.9138 3.5130  0.12
H 0.4535 6.6819 2.3121  0.06
H 0.3969 5.6287 3.6568  0.06
H -2.8648 5.1726 3.3044  0.08
H -1.6413 3.9273 3.8385  0.09
H -2.7388 3.7216 2.5017  0.07
H 1.0547 5.5300 0.4053  0.13
H 2.2247 3.9184 -1.0986  0.13
H -1.1369 2.3136 2.1889  0.10
O 1.6346 -2.3670 2.0942  -0.01
C 0.7606 -3.1253 1.7034  -0.62
O 0.4447 -3.2637 0.4504  -0.22
C -0.0525 -3.9832 2.6688  -0.07
C 0.3637 -4.1153 3.9810  0.07
C -0.3520 -4.9582 4.8197  -0.08
C -1.3551 -5.8298 4.3559  0.08
C -1.7296 -5.6767 3.0579  -0.10
C -1.0848 -4.8007 2.2131  0.08
N -2.8364 -6.6030 2.6235  -0.34
O -3.6191 -7.0674 3.4473  0.08
O -2.9025 -6.7971 1.4433  0.11
N 0.1155 -5.1040 6.2419  -0.37
O -0.4322 -5.8864 6.9203  0.12
O 0.9265 -4.2847 6.6485  0.07
H 1.1225 -3.4721 4.3930  0.13
H -1.8531 -6.4605 5.0750  0.13
H -1.3586 -4.7265 1.2082  0.11

Atomic forces in eV per Å
Bi -0.748 -0.129 0.064
O 1.498 -0.321 0.944
C 1.021 -0.594 -1.191
C -1.524 1.641 -1.372
C 0.974 -0.565 0.346
C -0.683 0.355 0.796
C 1.605 -2.382 1.544
C -1.830 0.551 0.643
C 0.949 0.850 -1.918
O -0.058 0.595 -0.289
N -0.101 -0.191 1.046
N 0.799 0.509 -0.884
C -1.042 -1.873 1.546
S -0.652 -0.602 0.417
C 0.310 -0.535 0.470
C -2.084 1.066 -0.333
S 1.115 0.773 0.081
H -0.855 0.160 -0.269
H 0.015 -0.230 0.569
H -1.020 -0.144 -0.335
H 0.065 0.179 -0.464
H 0.175 0.376 0.206
H 0.112 0.146 -0.479
H 0.856 0.427 0.014
H 0.486 0.460 -0.106
H 0.299 -0.605 -0.997
C -0.088 -0.626 2.521
C -0.884 1.129 -0.125
C -1.036 1.052 0.122
C 0.476 0.163 -0.501
C 1.654 -0.855 -1.067
C 0.487 0.836 -0.233
C -0.482 0.591 0.429
C 0.612 -0.698 -1.352
O 0.630 -0.071 0.035
B -1.261 1.085 0.761
O 0.520 0.066 -0.022
C 0.019 0.403 0.383
C -0.601 1.562 -0.250
H 0.107 0.229 -0.941
H -0.716 -0.508 -0.688
H 0.629 0.640 -0.186
H 0.616 -1.702 -1.205
H 0.014 0.026 -0.308
H 0.306 -0.472 0.632
H 0.452 0.308 0.524
H -0.150 -0.005 0.607
H -0.061 -0.659 -0.543
H -0.522 -1.333 0.156
H -0.313 -0.358 0.720
H -0.528 -0.916 0.743
O 0.619 0.093 0.193
C -1.241 -0.342 -0.652
O 0.456 0.135 0.540
C 0.377 -0.610 -0.335
C -0.801 0.480 0.778
C 0.657 -1.129 -0.437
C 0.872 1.464 1.786
C -0.563 -0.943 0.470
C 0.233 0.269 0.316
N -0.438 0.528 0.382
O 1.110 0.563 -0.240
O 0.008 -0.219 -1.026
N 0.482 3.080 -1.411
O -1.311 -2.528 1.540
O 0.215 -0.294 -0.479
H 0.311 -0.076 -0.040
H -0.068 -0.269 -0.213
H -0.479 -0.006 -1.434

Properties
* spin multiplicity: 1
* molar mass: 848.43 Da
* E_tot: -3050.42735 hartree
* HOMO-LUMO gap: 0.2712 Ha
* HOMO: -8.06 eV

***

DFT (ωB97M-V/def2-TZVPD) results for 2 unconnected molecules or ions with the total composition C11H15N in a non-equilibrium geometry.

Each line ends with the Löwdin charge.
Element x y z (Å)
C -2.2777 2.8289 -0.2217  -0.06
C -1.4407 2.0708 0.7423  -0.24
C -1.5671 2.1676 2.1044  -0.03
N -0.6413 1.2839 2.6737  0.06
C 0.0043 0.6049 1.6829  -0.22
C 0.9377 -0.4519 1.8040  -0.02
C 1.2522 -1.1012 0.6416  -0.10
C 0.8041 -0.6556 -0.6232  -0.10
C 0.0271 0.4654 -0.7271  -0.03
C -0.4590 1.0796 0.4325  -0.13
H -1.6663 3.3115 -0.9990  0.08
H -2.7550 3.7355 0.1578  0.07
H -3.0362 2.1988 -0.6852  0.08
H -2.1675 2.7463 2.7794  0.12
H -0.7389 0.8703 3.5831  0.15
H 1.4281 -0.6287 2.7473  0.10
H 1.9504 -1.9308 0.6402  0.10
H 1.0560 -1.1946 -1.5229  0.07
H -0.3720 0.7392 -1.6982  0.11
C 0.7264 -3.3281 -3.3260  -0.18
C 2.2217 -3.4466 -3.1789  -0.18
H 0.4001 -2.4928 -3.9451  0.07
H 0.2159 -4.2461 -3.6183  0.06
H 0.2533 -3.0993 -2.3629  0.05
H 2.4855 -3.9888 -2.2719  0.06
H 2.6658 -2.4448 -3.0493  0.06
H 2.8299 -3.7578 -4.0295  0.06

Atomic forces in eV per Å
C 0.286 1.002 -0.885
C -0.989 1.030 0.530
C 1.288 -1.246 -0.275
N -0.213 0.245 0.176
C 0.375 -0.540 -0.385
C -0.661 1.006 -0.289
C 0.782 -0.244 -0.649
C 0.029 0.031 0.454
C -1.005 -0.096 -0.418
C 0.357 -0.326 1.098
H 0.040 -0.659 -0.207
H -0.249 -0.429 0.686
H 0.015 0.051 -0.146
H -0.297 0.253 -0.269
H 0.023 0.272 0.189
H -0.127 -0.452 0.167
H -0.037 -0.018 0.201
H 0.226 -0.072 0.034
H 0.179 0.232 0.004
C -0.907 0.040 0.440
C 0.972 1.268 0.285
H 0.161 -0.212 -0.431
H 0.209 -0.012 -0.404
H 0.330 -0.026 0.079
H 0.130 -0.308 -0.220
H -0.352 -0.050 0.362
H -0.566 -0.742 -0.126

Properties
* spin multiplicity: 1
* molar mass: 161.25 Da
* E_tot: -482.89373 hartree
* HOMO-LUMO gap: 0.3273 Ha
* HOMO: -7.92 eV
* structure (SMILES): Cc1c[nH]c2ccccc12.CC